{"formula": "C17H28BrN3O10S2", "method": "wB97M-V/def2-TZVPD", "gap_ev": 9.90, "e_homo_ev": -9.9, "total_charge": 0, "smiles": "CCCN[C@H](C#N)[C@](C#N)(COCCC)CC(=O)Br.O=S1(=O)OCCO1.O=S1(=O)OCCO1", "elements": ["Br", "S", "S", "O", "O", "O", "O", "O", "O", "O", "O", "O", "O", "N", "N", "N", "C", "C", "C", "C", "C", "C", "C", "C", "C", "C", "C", "C", "C", "C", "C", "C", "C", "H", "H", "H", "H", "H", "H", "H", "H", "H", "H", "H", "H", "H", "H", "H", "H", "H", "H", "H", "H", "H", "H", "H", "H", "H", "H", "H", "H"], "positions_angstrom": [[-1.84702, 0.84092, 0.69776], [-5.36428, 2.72074, -2.98697], [2.18268, -1.24747, 5.70700], [2.69151, -1.77136, 6.92034], [1.82254, 0.29160, 5.93672], [-4.88517, 2.92418, -4.30562], [-2.24106, -1.77515, 1.30465], [-4.17030, 2.87642, -1.93673], [-6.16961, 4.02649, -2.54253], [2.88419, -1.39899, 4.48238], [3.44960, -1.33133, -0.24740], [0.68556, -1.75454, 5.47264], [-6.09845, 1.55537, -2.64981], [0.70013, -4.27106, -0.79412], [1.41596, 1.59963, -0.12519], [-0.44541, -1.15897, -1.71042], [5.19342, 0.01950, -1.20636], [-0.24776, -0.76518, 5.93572], [2.48178, -1.47987, 0.74675], [-5.70776, 4.47884, -1.26137], [-1.86846, -0.95026, -3.70443], [0.44538, 0.54759, 5.62107], [0.08878, -1.29724, 1.32788], [0.77929, -1.66199, -1.12216], [1.27478, 0.46987, -0.00398], [5.37656, -1.07424, -2.25768], [-2.44196, 0.32652, -3.08395], [4.55062, -0.47897, 0.07597], [-0.48932, -1.31852, -3.17038], [0.76263, -3.13631, -0.94501], [-4.22618, 4.15274, -1.28471], [-1.37945, -0.98517, 1.14584], [1.10586, -0.97729, 0.22506], [-3.79576, 4.04731, -0.29266], [0.26918, -0.65508, -3.59999], [4.60537, 0.84899, -1.61135], [-6.23343, 3.93413, -0.47569], [-1.24206, -1.66098, -1.32568], [0.36341, 0.81215, 4.56509], [-3.65757, 4.87814, -1.86808], [-0.40864, -0.89627, 7.00652], [-1.18101, -0.89927, 5.39599], [0.10151, 1.37239, 6.23853], [-1.66461, 1.09033, -2.99235], [4.42072, -1.37641, -2.69021], [6.01253, -0.72221, -3.07317], [-2.55061, -1.79133, -3.53079], [-0.24713, -2.35234, -3.46084], [5.27495, -1.04366, 0.67764], [-2.87781, 0.14570, -2.10002], [5.84021, -1.96558, -1.82578], [-3.22000, 0.73651, -3.73176], [-1.79842, -0.83869, -4.79014], [2.38636, -2.52833, 1.05344], [2.71769, -0.90337, 1.65023], [0.13317, -2.36818, 1.54266], [4.17941, 0.36652, 0.66608], [6.17458, 0.42559, -0.93844], [0.39153, -0.75637, 2.23334], [1.60903, -1.43899, -1.79981], [-5.91168, 5.54280, -1.18369]], "lowdin_charge": [0.77, 0.58, 0.59, -0.21, -0.19, -0.22, 0.06, -0.21, -0.19, -0.23, -0.14, -0.20, -0.21, 0.19, 0.20, -0.01, -0.23, -0.15, -0.17, -0.16, -0.23, -0.15, -0.11, -0.27, -0.21, -0.10, -0.12, -0.21, -0.22, -0.16, -0.15, -0.80, -0.36, 0.13, 0.13, 0.11, 0.13, 0.11, 0.13, 0.14, 0.14, 0.14, 0.14, 0.08, 0.07, 0.07, 0.11, 0.12, 0.13, 0.04, 0.08, 0.06, 0.11, 0.14, 0.13, 0.14, 0.12, 0.11, 0.13, 0.16, 0.14]}